# 1
# C28H59ClOP2PdSi2

A molecular structure, C28H59ClOP2PdSi2 at a distorted geometry (ωB97M-V/def2-TZVPD, OMol25).

The value obtained for the total energy is -82368.2721 eV. As for the gap between HOMO and LUMO (alpha / beta): 5.524 / 6.501 eV. The molecular weight is 671.8 g/mol. The calculation puts the LUMO energy (alpha / beta) at 0.408 / -0.773 eV. As for the energy relative to the best compared isomer or geometry (same formula, charge and spin): 91.3 kcal per mole. Its expectation value of S² is 6.023.

Structure (ORCA input):
```
! RIJCOSX wB97M-V def2-TZVPD def2/J DEFGRID3
* xyz 0 5
H 1.75 1.02 5.45
H 0.57 2.65 -2.15
C -3.88 -1.17 -1.29
C 0.20 1.96 3.49
H 2.39 1.60 -3.43
H 3.91 -1.42 3.48
H -5.82 -1.65 0.61
P -2.63 0.49 0.62
C 4.32 -0.89 -3.06
H 4.37 -0.09 -3.82
H 5.15 -0.38 2.75
C 2.61 1.93 -2.40
C -2.70 0.53 2.46
C 4.04 2.50 -2.36
C 2.31 1.91 2.67
H 4.57 -1.83 -3.56
C -5.26 -0.72 0.78
Pd -0.09 -0.04 -0.24
H 2.98 -0.07 4.89
H -2.34 -0.61 -5.91
C 1.72 -1.65 1.08
H 2.47 2.50 3.55
H 3.57 0.25 3.13
H -1.49 0.98 -6.34
H -4.04 1.72 -0.86
H 0.68 2.61 4.17
Cl -0.91 0.35 -2.28
O 0.71 0.36 1.81
H 2.20 -2.16 -4.16
C -1.07 -0.53 4.83
H 4.10 3.33 -3.07
H 1.80 -0.43 -4.27
H -3.70 0.66 2.88
H -0.03 2.37 2.52
C -3.05 -2.44 3.49
C -4.47 2.66 1.05
H -2.97 3.98 -0.77
H -3.83 -2.10 4.16
H -1.39 -2.77 0.32
C 0.84 -1.00 2.15
H -0.82 1.84 4.00
H 4.80 1.76 -2.64
H -1.81 3.39 0.45
H -2.49 -3.25 3.96
H 1.13 -2.82 -0.69
H -4.97 3.51 0.57
C 1.93 0.17 4.81
H -2.88 -1.38 -1.67
H 1.42 -0.72 5.27
C 2.90 -1.03 -2.47
H 1.75 3.90 -2.66
H -3.38 -1.77 0.71
H 4.45 -3.37 1.20
H 5.57 -2.28 0.36
H -5.23 1.95 1.38
H 1.73 3.33 -0.97
C 1.31 1.00 3.31
H -0.40 0.32 4.72
H -1.83 -0.23 5.55
C 3.67 0.41 -0.09
H 0.88 -1.47 -3.17
H -2.11 1.40 2.77
C -0.51 -2.23 0.76
H 4.68 0.51 -0.48
H -0.48 -1.34 5.24
C 4.09 -0.64 2.76
H 3.48 1.30 0.54
H 4.27 2.89 -1.36
C 4.53 -2.58 0.45
Si 3.57 -1.12 1.05
H -3.93 3.04 1.93
H -3.21 1.00 -5.66
H -4.28 -0.31 -1.84
H 2.89 -1.88 -1.79
C -2.26 0.47 -5.74
H -1.81 2.69 -1.20
H -5.27 -0.53 1.87
P 2.34 0.40 -1.37
C 1.87 -1.28 -3.59
H 1.79 2.36 1.86
H 3.34 1.73 2.30
Si -1.89 -1.01 3.23
H -3.49 -2.80 2.56
H -4.54 -2.03 -1.47
H 1.29 -0.81 3.24
C -0.55 -1.62 1.99
C -2.44 3.09 -0.40
C -3.84 -0.90 0.22
C 0.82 -2.26 0.23
H -5.80 0.09 0.27
H 4.17 -2.97 -0.50
H 5.08 -0.71 -2.29
C -3.49 2.04 0.04
C 1.59 3.02 -2.01
*
```

Formally, the Löwdin partial charges of the atoms, in units of the elementary charge, are as follows: H 0.072; H 0.008; C -0.144; C -0.110; H 0.097; H 0.044; H 0.078; P 0.986; C -0.114; H 0.075; H 0.053; C -0.541; C -0.394; C -0.124; C -0.088; H 0.078; C -0.114; Pd 0.379; H 0.045; H -0.019; C -0.199; H 0.093; H -0.026; H -0.021; H 0.097; H 0.079; Cl -0.028; O -0.246; H 0.078; C -0.170; H 0.078; H 0.072; H 0.039; H 0.092; C -0.172; C -0.124; H 0.077; H 0.031; H 0.118; C -0.449; H 0.103; H 0.052; H 0.069; H 0.039; H 0.116; H 0.078; C 0.017; H 0.013; H 0.078; C -0.540; H 0.077; H 0.059; H 0.039; H 0.031; H 0.052; H 0.070; C -0.303; H -0.021; H 0.053; C -0.393; H 0.013; H 0.009; C -0.202; H 0.038; H 0.035; C -0.174; H 0.013; H 0.073; C -0.172; Si 0.540; H 0.073; H -0.021; H 0.072; H 0.059; C 0.041; H 0.008; H 0.061; P 0.986; C -0.145; H 0.081; H 0.080; Si 0.544; H 0.025; H 0.078; H 0.110; C -0.200; C -0.142; C -0.541; C -0.198; H 0.075; H 0.025; H 0.061; C -0.541; C -0.142

# 2
# C28H60Cl20N4O3P3

11 unconnected molecules or ions with the total composition C28H60Cl20N4O3P3 at a distorted geometry (ωB97M-V/def2-TZVPD, OMol25).

The value obtained for the total energy is -320418.8094 eV. As for the gap between HOMO and LUMO: 8.036 eV. The molecular weight is 1302.8 g/mol. The calculation puts the LUMO energy at -3.290 eV.

Structure (ORCA input):
```
! RIJCOSX wB97M-V def2-TZVPD def2/J DEFGRID3
* xyz 1 1
H -4.59 -0.12 0.12
H -6.07 -2.90 0.69
C 6.09 -5.62 -6.00
C 5.39 -6.50 -4.97
H -3.85 2.79 -4.58
C -7.48 1.68 1.94
Cl -5.61 2.30 0.03
H -5.89 1.82 -5.77
Cl 2.36 4.70 -1.93
C -6.47 2.74 1.53
H -6.30 -1.25 1.62
C 5.01 4.29 -1.36
C 0.17 -3.42 -1.36
Cl -7.93 3.98 4.61
C 1.62 -6.05 0.21
C -1.41 -1.00 -5.45
H 6.09 -9.04 1.57
H -1.89 -1.64 2.72
Cl 4.73 3.38 0.15
Cl -4.19 0.22 -5.90
N 1.01 -4.46 -1.68
H 1.56 9.87 4.25
Cl 6.74 -0.83 2.79
H 6.13 -6.99 -4.34
H 6.79 -8.26 -0.64
H 2.47 11.13 2.35
H -6.01 6.09 5.17
H -6.94 3.71 1.39
C 6.05 -7.67 -0.09
Cl -3.88 1.37 -2.69
N -0.91 -1.43 -0.99
H 0.82 4.90 3.10
H 1.47 8.83 2.82
H 3.74 4.62 2.13
H 2.53 0.59 0.62
C 1.09 9.75 3.27
C -5.53 5.12 5.32
Cl -0.65 9.55 3.56
H -7.10 -1.52 -0.13
H 2.42 5.29 1.15
H -1.39 0.09 -5.32
Cl 0.84 10.74 0.72
C -6.55 4.06 5.73
H 6.61 -4.79 -5.53
H 5.31 -1.16 4.63
Cl 4.33 -5.55 -3.89
H 1.32 -6.67 -1.96
N 0.21 -1.94 -1.67
H 2.26 -7.02 0.30
C 4.01 -1.05 2.89
H -4.77 5.22 6.10
H 4.74 -9.32 0.46
H -4.79 -1.48 -1.29
Cl 1.29 -0.97 -4.95
H 3.16 -1.57 3.33
H 0.11 -1.14 -6.97
H 6.00 4.73 -1.27
C -6.17 -1.72 0.56
H 6.82 -6.22 -6.55
P -3.37 -2.26 0.78
C 3.97 5.37 -1.58
C -4.63 2.21 -4.07
Cl 3.70 0.69 3.08
C -1.77 -2.44 -0.26
C -2.95 -1.25 2.39
H -2.20 -1.24 -6.17
H 5.03 3.57 -2.18
C -0.07 -1.52 -5.96
H 3.88 6.03 -0.70
H -2.98 -0.09 2.20
O -0.09 0.53 1.98
H 6.58 -6.83 0.38
H -0.35 -6.21 -1.13
C 5.29 -1.48 3.59
Cl 4.95 -4.95 -7.20
H 4.78 -7.27 -5.45
C 0.79 -5.92 -1.21
Cl -1.87 -1.75 -3.90
H -0.05 -2.61 -6.00
H 4.25 5.99 -2.44
Cl 4.30 -7.60 2.02
Cl 3.05 6.75 2.88
H 1.30 -5.33 2.35
H -0.33 -5.39 1.42
H 1.85 -4.28 -2.27
H -5.71 2.84 2.31
C 1.39 10.96 2.40
H 0.39 -7.02 2.02
H 5.38 -2.57 3.56
H -6.04 0.61 -4.49
Cl 2.35 3.87 4.57
H -0.91 0.87 -2.37
O 0.40 2.73 0.33
H 0.95 -1.45 -2.22
N -1.05 -3.74 -0.52
P 0.30 1.16 0.37
O 1.82 0.34 -0.06
H 0.32 -0.39 1.98
H -6.09 3.06 5.77
C 2.78 5.14 2.18
H 1.51 3.41 2.43
C 0.68 -5.96 1.55
H -3.75 -1.59 3.21
C 1.75 4.34 2.96
P -1.22 0.35 -1.06
H 4.04 -1.27 1.82
Cl -4.68 4.68 3.82
H -7.03 0.68 1.99
Cl -8.86 1.61 0.82
H -6.95 4.29 6.71
C -5.34 1.25 -5.02
C -4.73 -1.25 -0.14
H 2.36 -5.11 0.26
H 0.92 11.87 2.79
H -7.89 1.92 2.93
H -5.35 2.92 -3.65
Cl 4.92 -7.00 -1.29
C 5.35 -8.54 0.94
*
```

These are the Löwdin partial charges, in e, on atoms 1 to 99: H 0.004; H 0.071; C -0.661; C -0.647; H 0.076; C -0.673; Cl 0.546; H 0.080; Cl 0.550; C -0.678; H 0.062; C -0.634; C -0.186; Cl 0.592; C -0.256; C -0.700; H 0.076; H 0.047; Cl 0.583; Cl 0.614; N 0.034; H 0.075; Cl 0.548; H 0.068; H 0.077; H 0.072; H 0.075; H 0.071; C -0.640; Cl 0.504; N -0.411; H 0.077; H -0.007; H 0.004; H 0.031; C -0.685; C -0.642; Cl 0.529; H 0.090; H 0.047; H 0.054; Cl 0.529; C -0.640; H 0.072; H 0.074; Cl 0.480; H 0.135; N 0.029; H 0.048; C -0.662; H 0.076; H 0.073; H 0.086; Cl 0.556; H 0.072; H 0.082; H 0.077; C -0.179; H 0.077; P 0.930; C -0.651; C -0.621; Cl 0.567; C -0.325; C -0.304; H 0.019; H 0.070; C -0.633; H 0.064; H 0.052; O -0.266; H 0.073; H 0.134; C -0.659; Cl 0.538; H 0.076; C -0.142; Cl 0.574; H 0.075; H 0.076; Cl 0.564; Cl 0.584; H 0.080; H 0.052; H 0.144; H 0.002; C -0.664; H 0.091; H 0.073; H 0.076; Cl 0.531; H -0.057; O -0.398; H 0.112; N 0.091; P 0.546; O -0.304; H 0.073; H 0.072